[1]
Below is C15H43MgO7 as an isolated structure at a distorted geometry, with properties calculated with wB97M-V/def2-TZVPD.

Structure (XYZ):
```
66
Properties=species:S:1:pos:R:3:forces:R:3:mulliken_charge:R:1
Mg -18.242238 22.928466 18.859838 -1.8439 1.1931 -3.5517 1.013
C -20.809740 25.251209 17.074998 -0.1502 -0.1685 -1.6581 -1.257
C -20.293597 23.889834 16.434750 -2.1375 1.5346 2.6666 1.995
C -20.203802 24.136519 14.947824 1.0077 -0.5353 0.5746 -1.870
O -19.214919 23.346678 17.136112 2.2763 -1.0057 1.5484 -0.782
H -20.881694 25.438053 18.146451 0.5591 -0.4939 0.1195 0.272
H -21.837741 25.343842 16.724650 0.0037 -0.0628 0.0143 0.028
H -20.324713 26.077580 16.555425 0.4217 0.2632 0.4354 0.390
H -21.177008 23.276499 16.612211 0.0859 -0.6922 -0.2460 -0.147
H -20.044392 23.174555 14.460674 -0.2509 0.0910 -0.4367 0.502
H -19.348445 24.779981 14.741831 -0.0334 0.2187 -0.2315 0.421
H -21.128693 24.635178 14.657973 0.1417 -0.2279 -0.3348 0.146
C -22.258122 28.464052 13.493982 0.4453 2.5621 -0.7363 -1.397
C -22.387280 27.110396 12.935999 0.8738 -0.9473 2.8029 0.459
O -23.515388 27.042709 12.190555 -1.3410 0.0774 -0.8891 -0.615
H -22.220157 29.082616 12.597307 0.4237 0.6173 0.0376 0.386
H -21.396197 28.691606 14.121203 0.1931 -0.3383 -0.0931 0.327
H -23.128749 28.883487 13.998139 -0.2895 -0.7102 0.2118 0.315
H -22.471998 26.492663 13.830056 -0.2708 -0.9276 0.2693 -0.152
H -21.471694 26.732588 12.480954 0.0509 0.3258 -0.5906 0.291
H -23.259631 26.657233 11.349369 -0.3398 -0.3620 -0.2760 0.485
C -22.950096 21.998436 18.230692 1.9128 -0.3013 0.1520 -0.623
C -23.421501 21.198663 19.412339 -0.6389 -0.4046 0.4117 -0.448
O -24.821262 21.085853 19.405206 -0.7808 -0.1474 -0.0808 -0.516
H -23.396054 21.772487 17.262108 -0.8553 0.3978 0.4115 0.451
H -21.956392 21.602456 18.021280 0.6200 0.0991 0.0667 0.208
H -22.767273 23.046649 18.467198 -0.6914 0.1843 -0.4277 0.097
H -23.183913 21.584662 20.403632 0.7511 0.6202 -0.1371 0.263
H -22.956502 20.212879 19.402248 -0.1133 -0.3375 -0.2198 0.264
H -25.147129 21.265761 20.290104 -0.1863 -0.0944 -0.1217 0.326
C -21.658574 23.875173 11.471126 0.0370 -0.9937 0.5029 -0.818
C -22.480566 24.172866 10.277937 0.1987 -0.6051 -0.6127 -0.398
O -22.636892 25.581042 10.280111 -0.0766 -0.0569 -1.3937 -0.545
H -21.543446 22.803487 11.633368 -0.0400 -0.1293 -0.1066 0.439
H -22.199286 24.257130 12.337069 0.5229 0.2933 0.1901 0.107
H -20.661478 24.275399 11.287521 -0.0782 0.3093 0.5852 0.273
H -23.425778 23.632842 10.222581 -0.2992 0.2147 0.3901 0.292
H -21.943201 23.857726 9.383493 0.1383 0.1153 -0.2086 0.334
H -22.734887 25.810177 9.353025 -0.1378 0.5247 -0.0317 0.279
C -15.337170 23.126166 13.219042 0.1056 -0.9759 1.5176 -1.218
C -16.694205 22.793990 13.929056 -0.8121 0.1853 -2.3545 -0.110
O -16.984239 23.353744 15.183208 1.4317 0.1262 0.7369 -0.542
H -15.358057 22.859934 12.162265 -0.5407 0.5631 -0.0807 0.344
H -14.545622 22.456190 13.554744 0.0428 -0.1097 0.4978 0.313
H -14.940624 24.119773 13.427837 -0.4837 0.1689 -0.3384 0.324
H -16.923965 21.730450 13.864356 0.6771 -0.4971 0.6033 0.317
H -17.464974 23.128964 13.234922 -0.1552 0.6053 -0.2337 0.116
H -17.928830 23.397697 15.348807 -0.1154 -0.1797 -0.0275 0.267
C -19.893980 23.585003 22.111958 -0.9134 0.0754 -0.4347 -1.250
C -20.224533 23.867193 20.595469 -1.2519 -0.8310 3.8510 0.414
O -18.967858 24.230483 20.098648 1.3971 0.1596 -1.6586 -0.389
H -20.755587 23.420680 22.759064 -0.1634 -0.2212 -0.3138 0.379
H -19.392821 24.433494 22.577811 0.1468 0.2043 -0.2316 0.430
H -19.233386 22.720915 22.183104 -0.0193 -0.0481 0.0479 0.295
H -21.019822 24.604900 20.488648 0.4512 0.3268 -0.3085 0.137
H -20.607671 22.944363 20.159953 0.3531 0.0098 -0.5338 0.031
H -18.579950 24.934348 20.623731 0.0325 0.2398 0.1367 0.333
C -24.089772 26.016671 17.574974 0.1385 0.9884 -0.0330 -0.297
C -24.934473 27.072729 18.283301 -0.0582 -0.9953 -0.2621 -0.485
O -25.543874 26.366649 19.342156 -0.1226 0.0275 1.0823 -0.518
H -23.645056 26.494428 16.702005 -0.1337 -0.3561 -0.3716 0.220
H -24.682862 25.131591 17.344829 -0.0361 0.1904 -0.2558 0.300
H -23.251646 25.698007 18.194737 -0.2039 0.0852 0.2784 -0.122
H -25.738924 27.453715 17.654165 0.2070 0.1610 -0.3888 0.275
H -24.334272 27.910394 18.638515 0.1337 0.0350 0.0045 0.346
H -25.727970 26.981508 20.056060 -0.2161 -0.0372 0.0647 0.297
```
Forces are in eV/Å.

Computed properties:
charge = +1
HOMO level = -0.400 Eh
relative energy (zero: lowest compared OMol25 entry of this formula, charge and spin) = 0.0 kJ/mol
energy = -36019.483 eV



[2]
Below is a 8-piece molecular cluster, C15H43N14O13P overall at a distorted geometry, with properties calculated with wB97M-V/def2-TZVPD.

Structure (XYZ):
```
86
Properties=species:S:1:pos:R:3:forces:R:3:mulliken_charge:R:1
C 7.930894 -0.906398 1.957541 -0.5159 0.5963 0.2698 -0.696
C 7.004920 -0.573983 0.803506 0.8995 -0.2655 0.5829 0.704
O 6.873108 -1.320437 -0.114241 -0.3085 -0.2100 -0.7586 -0.540
O 6.294985 0.598217 0.899310 -0.1513 -0.0505 0.3848 -0.382
C 4.964884 0.262196 1.344360 0.0322 0.0368 -0.1902 -0.349
C 4.220283 1.495524 1.866367 -0.0823 -0.0159 -0.1681 -0.885
C 2.775584 1.567818 1.306237 0.1645 -0.4657 1.0228 -0.637
C 1.754248 1.359822 2.447909 -0.1104 -0.4289 -0.6250 -0.782
C 0.420833 0.786372 1.945969 0.4427 0.2429 -0.2959 -0.509
O -0.672692 1.740063 1.996391 0.1400 -0.3573 -0.1259 -0.382
C -1.797754 1.016406 2.232382 -1.1109 -0.5742 0.8855 0.730
O -2.281172 0.923339 3.319651 -0.1099 0.3103 0.3266 -0.486
P -2.595196 0.069027 0.767003 0.0900 0.3480 -2.2226 0.159
O -4.225778 0.282747 0.992714 1.1652 -0.3727 0.6678 -0.417
O -2.427466 -1.553745 1.151081 -0.4455 1.0900 0.7047 -0.365
H 7.679859 -1.910650 2.304657 0.2751 -0.0460 -0.0720 0.100
H 8.973682 -0.865316 1.651402 -0.0182 -0.1556 -0.1836 0.331
H 7.801062 -0.206836 2.783660 -0.0110 0.0174 -0.0570 0.299
H 4.437892 -0.208937 0.509676 0.0268 0.1305 -0.0313 0.259
H 5.054310 -0.509220 2.119085 -0.0773 0.1108 0.0873 0.277
H 4.195843 1.418104 2.954967 -0.0766 0.1676 0.0079 0.432
H 4.772562 2.409281 1.649891 0.1575 -0.1481 -0.2063 0.449
H 2.662334 0.699398 0.654851 -0.1285 0.2854 -0.3227 0.340
H 2.594319 2.483012 0.748763 -0.0620 -0.0068 -0.0909 0.326
H 1.608864 2.255086 3.048624 -0.0838 -0.0274 0.0697 0.295
H 2.176749 0.570570 3.073446 0.0170 0.2060 0.2549 0.407
H 0.558873 0.466383 0.908486 -0.1940 -0.0854 0.0036 0.363
H 0.139911 -0.081469 2.547284 0.0785 0.0220 0.0815 0.348
H -4.639946 -0.581761 0.894177 -0.2782 -0.0910 0.0889 0.279
H -1.516176 -1.717306 1.424995 0.1818 -0.4288 -0.1986 0.269
N -5.965785 2.459238 -0.510702 -0.1366 0.0197 0.0004 -0.345
C -5.864449 2.392202 -1.874836 0.0207 0.0559 -0.0587 0.678
N -5.653953 3.579711 -2.507039 -0.0979 -0.3559 0.0480 -0.242
O -5.955473 1.330586 -2.475257 0.0043 0.0211 0.0939 -0.665
H -5.892644 3.308946 0.013252 0.0226 0.0409 -0.0259 0.153
H -6.109461 1.597830 -0.022251 0.1133 -0.0199 0.0525 0.165
H -5.568025 3.574580 -3.507646 0.0994 0.1855 -0.0364 0.192
H -5.575413 4.454534 -2.027548 0.0100 0.0321 0.0048 0.113
N -5.158475 7.464703 -4.816796 -0.1843 0.0082 0.1915 -0.337
C -4.468452 6.342084 -4.479642 0.0031 0.0525 -0.1076 0.645
N -3.269131 6.559770 -3.864973 0.0655 -0.0745 0.1475 -0.379
O -4.886891 5.215110 -4.708976 0.0019 0.0979 -0.0533 -0.711
H -4.823317 8.397731 -4.651924 0.1688 0.0017 -0.2535 0.166
H -6.038228 7.336724 -5.278333 -0.0048 -0.0574 -0.0285 0.190
H -2.732888 5.753220 -3.606436 0.0015 -0.0245 -0.0272 0.223
H -2.902532 7.473137 -3.675866 -0.0213 0.0435 -0.0860 0.179
N -0.285154 -4.273011 -2.400832 0.0749 -0.0519 0.0747 -0.441
C -0.968787 -3.582659 -1.444539 -0.0108 0.1079 -0.0546 0.597
N -2.181020 -3.090901 -1.825448 0.0106 -0.0385 0.2338 -0.305
O -0.513322 -3.408050 -0.319043 -0.0129 -0.0489 0.0473 -0.579
H -0.630589 -4.425682 -3.328278 -0.0398 0.0231 -0.0120 0.152
H 0.612028 -4.641704 -2.147408 0.0157 0.0042 0.0120 0.226
H -2.692719 -2.577325 -1.131349 0.0119 0.0644 -0.0088 0.196
H -2.571946 -3.204811 -2.740513 0.0421 0.0033 -0.0324 0.169
N -1.715225 -4.282924 2.464231 0.1200 -0.0046 0.0617 -0.159
C -1.738991 -5.137435 3.520987 0.0569 0.2485 -0.1265 0.521
N -2.884602 -5.131666 4.264114 0.0204 -0.1226 0.0517 -0.389
O -0.788151 -5.859075 3.793507 -0.0967 -0.0953 0.1357 -0.680
H -2.473073 -3.670675 2.224771 -0.0325 -0.0274 -0.0328 0.136
H -0.889850 -4.277158 1.888241 -0.0963 -0.0058 -0.1770 0.147
H -2.924131 -5.749230 5.052173 0.0151 -0.0018 0.0231 0.220
H -3.671932 -4.546403 4.063316 0.0136 0.0404 -0.0390 0.156
N 6.150372 -4.729448 1.610094 0.0498 0.0487 -0.2398 -0.322
C 6.558311 -4.534859 2.896471 -0.2761 -0.2138 0.3587 0.594
N 5.708202 -5.006118 3.855446 0.2051 0.2412 -0.0431 -0.287
O 7.612298 -3.975795 3.171381 0.0832 0.0982 -0.0431 -0.726
H 5.292670 -5.186453 1.361946 -0.0592 -0.0642 0.1627 0.172
H 6.749911 -4.388207 0.881329 -0.0015 0.0591 0.0212 0.214
H 5.980739 -4.879898 4.811166 0.0845 0.0379 -0.0273 0.181
H 4.842978 -5.469971 3.651111 -0.1866 -0.2682 -0.1491 0.271
N 1.392131 -7.620108 3.301589 0.6122 0.2346 -0.0550 -0.303
C 2.709050 -7.773014 2.999312 -0.5717 -0.3940 0.1005 0.626
N 3.108750 -9.058268 2.736364 0.1352 0.1607 -0.0316 -0.394
O 3.493080 -6.834069 2.961738 0.2018 0.1739 -0.0851 -0.703
H 0.738495 -8.377099 3.337369 -0.0241 -0.0163 -0.0033 0.154
H 1.061294 -6.688867 3.498891 -0.2720 -0.0801 -0.0197 0.221
H 4.074077 -9.201504 2.510682 0.0441 -0.0011 0.0021 0.220
H 2.491643 -9.846005 2.759606 -0.0572 0.0179 0.0176 0.158
N -5.481418 10.703949 -7.295995 -0.0228 -0.0303 0.0537 -0.370
C -4.164471 10.403788 -7.091934 0.0319 -0.0060 -0.0313 0.654
N -3.334112 10.678414 -8.138085 0.0639 0.0004 0.0113 -0.406
O -3.755740 9.922489 -6.046500 -0.0835 0.0367 0.0962 -0.634
H -5.836088 11.097807 -8.145749 0.0189 0.0019 -0.0267 0.169
H -6.117426 10.517150 -6.545077 -0.0205 0.0216 0.0189 0.202
H -2.361573 10.467438 -8.018695 0.0149 -0.0177 0.0107 0.218
H -3.643956 11.071806 -9.005246 -0.0350 0.0030 -0.0067 0.162
```
Forces are in eV/Å.

Computed properties:
charge = 0
HOMO level = -0.316 Eh
energy = -73027.588 eV
SMILES = CC(=O)OCCCCCOC(=O)P(O)O.NC(N)=O.NC(N)=O.NC(N)=O.NC(N)=O.NC(N)=O.NC(N)=O.NC(N)=O



Number 1: LUMO -6.3 eV, HOMO-LUMO gap 4.62 eV, M 359.81 g mol⁻¹. Number 2: LUMO 0.2 eV, HOMO-LUMO gap 8.83 eV, M 658.57 g mol⁻¹.